(1)
A 10-piece molecular cluster, F6H18O9P overall. Source: the OMol25 dataset; level of theory: the ωB97M-V functional and the def2-TZVPD basis.

Positions of all 34 atoms, in Å:
P1 -15.27524 12.76632 -12.48186
F1 -14.63092 11.99966 -13.74015
F2 -13.76667 13.08809 -11.96074
F3 -15.21550 14.13991 -13.32356
F4 -15.90581 13.45754 -11.16022
F5 -16.82101 12.55231 -12.99443
F6 -15.38121 11.34277 -11.71510
O1 -12.76315 14.60586 -9.89744
H1 -13.18423 14.17763 -10.65943
H2 -12.32244 15.37651 -10.26499
O2 -18.84417 10.65590 -12.47724
H3 -19.04503 10.83794 -13.39955
H4 -17.97322 11.05353 -12.34888
O3 -13.80450 9.12626 -11.23427
H5 -13.05596 9.71553 -11.04459
H6 -14.50159 9.71674 -11.54949
O4 -13.66217 11.94500 -16.30840
H7 -13.85231 11.91935 -15.35706
H8 -13.21697 11.11307 -16.48990
O5 -15.59173 16.08682 -16.04904
H9 -16.13919 16.50606 -16.71867
H10 -16.09926 16.16806 -15.23630
O6 -16.03613 16.11953 -10.75143
H11 -15.93310 15.22665 -10.40538
H12 -16.11688 15.99201 -11.70065
O7 -18.47615 13.24861 -9.35209
H13 -18.02800 12.93195 -10.14453
H14 -18.66096 14.17420 -9.53670
O8 -11.96566 11.08339 -10.41736
H15 -12.31093 11.81264 -10.94947
H16 -11.00919 11.16117 -10.47668
O9 -18.11116 14.18066 -14.97410
H17 -17.31570 13.77756 -14.59871
H18 -18.43158 14.76085 -14.27784

The total charge is -1. For the energy above the lowest of the compared OMol25 structures with the same formula, charge and spin, the calculation gives 7.81 kcal per mole.


(2)
An isolated ion of composition C7H13N2 and charge +1 in a non-equilibrium geometry. Source: the OMol25 dataset; level of theory: the ωB97M-V functional and the def2-TZVPD basis.

Positions of all 22 atoms, in Å:
C1 -0.97890 1.34602 2.57610
C2 -1.79413 0.31776 2.22130
C3 0.23090 1.19806 1.85902
C4 -1.08592 -0.51828 1.24693
C5 1.47910 -0.48332 -2.44569
C6 1.10059 -0.29853 0.12346
C7 0.48729 0.05687 -1.43559
N1 0.19119 0.11681 1.11751
N2 -0.83921 -0.49414 -1.52256
H1 -1.18290 2.13539 3.27311
H2 -2.78948 0.12807 2.56634
H3 1.08954 1.84616 1.89208
H4 -1.01567 -1.56807 1.53879
H5 1.46933 -1.57163 -2.45984
H6 2.48702 -0.14753 -2.22114
H7 1.22281 -0.12395 -3.44123
H8 2.05358 0.21346 0.21183
H9 1.23330 -1.37910 0.14566
H10 0.42935 1.14801 -1.47525
H11 -1.50202 -0.53177 0.19932
H12 -0.82715 -1.44879 -1.86841
H13 -1.45860 0.05850 -2.10173

The total charge is +1. For the energy above the lowest of the compared OMol25 structures with the same formula, charge and spin, the calculation gives 26.75 kcal per mole. Its SMILES is C[C@@H](N)C[N+]1=CC=CC1.


(3)
C2H3I2NO2P as an isolated structure in a non-equilibrium geometry. Source: the OMol25 dataset; level of theory: the ωB97M-V functional and the def2-TZVPD basis.

Positions of all 11 atoms, in Å:
C1 -2.33651 -0.57032 -1.03698
C2 -1.67179 -0.98027 0.34830
N1 -0.86627 0.35034 1.00620
O1 -1.63849 0.33878 -1.63626
O2 -3.44011 -1.00180 -1.27765
P1 -0.33829 1.39110 -0.32929
I1 -3.03175 -1.83167 1.64849
I2 -2.02156 1.48496 2.27859
H1 -0.77147 -1.59061 0.40747
H2 0.69988 0.44997 -0.65523
H3 0.36469 1.77557 0.84424

The total charge is -1. For the energy above the lowest of the compared OMol25 structures with the same formula, charge and spin, the calculation gives 64.79 kcal per mole.


(4)
C33H41N7P2PtS2 as an isolated structure in a non-equilibrium geometry. Source: the OMol25 dataset; level of theory: the ωB97M-V functional and the def2-TZVPD basis.

Positions of all 86 atoms, in Å:
Pt1 -0.62553 0.98011 -0.04680
N1 -0.29233 1.25171 2.46180
C1 1.02927 1.00771 2.96190
C2 1.26377 0.83911 4.32370
C3 2.55307 0.64631 4.78800
C4 3.62197 0.62701 3.90380
C5 3.39877 0.77371 2.54910
C6 2.10127 0.94421 2.07270
P1 1.81607 1.06951 0.28360
C7 2.68047 -0.33639 -0.45410
C8 3.05157 -0.24019 -1.79830
C9 3.83587 -1.22289 -2.36980
C10 4.22417 -2.32289 -1.61770
C11 3.80587 -2.44959 -0.30090
C12 3.03377 -1.46309 0.28830
C13 2.81947 2.50661 -0.20640
C14 4.17737 2.34811 -0.48850
C15 4.94587 3.45231 -0.80240
C16 4.37917 4.71461 -0.84470
C17 3.03497 4.88081 -0.54880
C18 2.26137 3.77991 -0.23180
H1 -0.96083 0.68571 2.98120
H2 -0.54343 2.23121 2.59640
H3 0.44337 0.88291 5.02610
H4 2.72607 0.51941 5.84500
H5 4.62707 0.48661 4.26760
H6 4.22487 0.74901 1.85310
H7 2.75407 0.61901 -2.38400
H8 4.16127 -1.12149 -3.39250
H9 4.85697 -3.07869 -2.05580
H10 4.10567 -3.30659 0.28300
H11 2.73277 -1.55299 1.32290
H12 4.63857 1.37271 -0.46440
H13 5.99717 3.33121 -1.01520
H14 4.98147 5.56721 -1.11380
H15 2.59967 5.86761 -0.56840
H16 1.20917 3.91361 -0.00780
S1 0.12807 1.61071 -2.53350
C19 -0.70763 3.09181 -2.27690
S2 -1.14723 3.47121 -0.65610
C20 -1.04783 3.93421 -3.32390
C21 -1.89413 5.03431 -3.09770
N2 -2.64103 5.87701 -2.88040
C22 -0.61713 3.66521 -4.63480
N3 -0.20813 3.41961 -5.67750
C23 -1.77143 -5.35759 -0.81430
C24 -0.44193 -5.65269 -0.12450
C25 -0.60533 -5.67589 1.39070
C26 0.65047 -4.64449 -0.54750
N4 0.19207 -3.28739 -0.47400
C27 -0.30383 -2.50499 -1.44980
N5 -0.64163 -1.35549 -0.91070
N6 -0.35083 -1.45869 0.38680
N7 0.13857 -2.60079 0.65290
H17 -2.47793 -6.15749 -0.61400
H18 -1.65293 -5.29279 -1.89320
H19 -2.21233 -4.43199 -0.44380
H20 -0.09113 -6.63429 -0.45360
H21 -0.83753 -4.68509 1.77760
H22 0.30197 -6.02969 1.87240
H23 -1.41193 -6.35139 1.66120
H24 0.96477 -4.83699 -1.57370
H25 1.50877 -4.73399 0.11950
H26 -0.38853 -2.77979 -2.47870
C28 -4.74483 -1.07199 1.80760
C29 -3.33963 -0.47819 1.75890
P2 -3.02943 0.69551 0.36860
C30 -4.09053 2.13461 0.84980
C31 -4.51893 3.08631 -0.25760
C32 -3.82673 -0.04239 -1.11990
C33 -3.23733 0.52871 -2.40600
H27 -4.80003 -1.77779 2.63490
H28 -5.00093 -1.60199 0.89460
H29 -5.49243 -0.30069 1.97400
H30 -2.59003 -1.27209 1.70120
H31 -3.16123 0.08221 2.68140
H32 -3.56073 2.68731 1.63270
H33 -4.98703 1.70161 1.30590
H34 -3.67133 3.62431 -0.68160
H35 -5.19203 3.83151 0.16270
H36 -5.04353 2.57091 -1.05890
H37 -4.90383 0.14471 -1.07160
H38 -3.65813 -1.12189 -1.08590
H39 -3.42293 1.59901 -2.48430
H40 -3.67393 0.04271 -3.27570
H41 -2.15923 0.35201 -2.42950

The total charge is +2.


Number 1: E_tot -44323.2047 eV. Number 2: E_tot -10443.0377 eV. Number 3: E_tot -33197.2268 eV. Number 4: E_tot -88796.1797 eV.